No. 1
DFT (the ωB97M-V functional and the def2-TZVPD basis) results for 2 unconnected molecules or ions with the total composition C4H11S2.

Last column: Mulliken charge in e.
CARTESIAN COORDINATES (ANGSTROEM)
C1 -1.44528 1.19281 -1.50140  -0.9808
C2 -1.84522 0.77673 -0.09403  -0.3968
S1 -2.23696 -0.98963 0.03088  -0.1824
C3 -0.86160 -1.60419 1.03677  -0.5754
H1 -1.36384 2.27769 -1.57001  0.2911
H2 -2.20830 0.92706 -2.23596  0.3442
H3 -0.49636 0.72913 -1.75933  0.2343
H4 -2.71873 1.33866 0.24206  0.3463
H5 -1.02043 0.99951 0.58304  0.1523
H6 0.10857 -1.31533 0.61187  0.0086
H7 -0.94360 -1.23100 2.05480  0.2552
H8 -1.00123 -2.68811 1.07397  0.2973
C4 3.33414 -0.13841 0.30293  -0.8007
S2 1.65561 0.60518 0.31406  -0.5982
H9 3.46971 -0.81279 1.15003  0.1961
H10 3.49048 -0.71825 -0.60836  0.1863
H11 4.08304 0.65096 0.36867  0.2226

The spin multiplicity is 1. The calculation puts the gap between HOMO and LUMO at 5.853 eV. For the HOMO energy, the calculation gives -2.5 eV. The calculation puts the energy above the lowest of the compared OMol25 structures with the same formula, charge and spin at 6.28 kcal per mole. As for the molar mass: 123.27 g mol⁻¹. Its charge is -1.

=====

No. 2
DFT (the ωB97M-V functional and the def2-TZVPD basis) results for a molecular structure, C15H17FeNO4 in a non-equilibrium geometry.

Last column: Mulliken charge in e.
CARTESIAN COORDINATES (ANGSTROEM)
C1 -4.85738 1.22850 3.22297  -1.1889
C2 -3.62278 1.66289 2.47065  -0.1726
O1 -2.52643 0.72565 2.70290  -0.2933
C3 -1.33020 1.15411 2.24279  0.0759
C4 -0.19655 0.08097 2.18426  0.8530
C5 0.95445 0.81400 2.65536  -0.0365
N1 1.91915 1.34155 3.04798  -0.5982
O2 -1.14235 2.30538 1.90671  -0.5724
H1 -5.73335 1.72037 2.79251  0.3733
H2 -5.02196 0.15276 3.17860  0.3211
H3 -4.81677 1.52812 4.27242  0.3076
H4 -3.81767 1.67484 1.38900  0.2595
H5 -3.30323 2.65790 2.78913  0.3099
H6 -0.49275 -0.68519 2.91943  0.3534
C6 -1.20691 -0.54137 -0.08445  -1.6111
C7 0.00979 -0.59847 0.81493  0.7804
C8 1.30205 -0.12983 -0.01025  -1.6284
Fe1 2.01687 -0.39403 -1.98103  0.2790
C9 3.18732 0.95431 -1.63251  0.3747
O3 3.66936 1.99240 -1.43301  -0.3241
C10 0.77412 0.79127 -2.57618  0.3348
O4 -0.00565 1.64362 -2.69899  -0.3042
C11 3.42520 -1.87600 -2.10810  -0.6520
C12 3.44294 -1.05327 -3.28838  -0.6238
C13 2.13984 -1.10553 -3.87977  -0.5568
C14 1.31904 -1.97325 -3.07268  -0.7115
C15 2.11855 -2.44041 -1.97890  -0.5259
H7 -2.09047 -1.02386 0.36372  0.4267
H8 -1.48206 0.51154 -0.26151  0.3647
H9 -0.96315 -1.05380 -1.03101  0.2375
H10 0.22112 -1.64803 1.06055  0.2554
H11 1.36915 0.96644 0.11978  0.7437
H12 2.15810 -0.60266 0.51207  0.5111
H13 4.28157 -2.09796 -1.48708  0.5028
H14 4.30290 -0.54382 -3.71247  0.5764
H15 1.85913 -0.65154 -4.82499  0.5417
H16 0.32087 -2.30419 -3.32665  0.5446
H17 1.81813 -3.18340 -1.25780  0.4724

The spin multiplicity is 5. The calculation puts the gap between HOMO and LUMO (alpha / beta) at 7.030 / 7.951 eV. For the HOMO energy (alpha / beta), the calculation gives -6.6 / -9.0 eV. As for the molar mass: 331.15 g mol⁻¹. Its expectation value of S² is 6.061.

=====

No. 3
DFT (the ωB97M-V functional and the def2-TZVPD basis) results for a gas-phase ion, C6H13N2 (charge +1) in a non-equilibrium geometry.

Last column: Mulliken charge in e.
CARTESIAN COORDINATES (ANGSTROEM)
C1 -0.98526 -0.30623 0.36667  0.8847
C2 0.08710 -1.36987 0.46565  -0.8240
C3 1.37387 -1.08615 -0.37170  -0.3422
C4 -2.42438 -0.84528 0.49471  -1.4914
C5 2.91640 0.89187 -0.57054  -0.7010
C6 -1.66418 1.90700 -0.01423  -0.9817
N1 2.11986 -0.03126 0.13736  -0.0512
N2 -0.69130 0.86470 -0.02476  -0.2978
H1 0.42009 -1.79584 1.46591  0.3475
H2 -0.40236 -2.33134 0.09269  0.3607
H3 1.97239 -1.90151 -0.04850  0.3307
H4 1.18665 -1.13392 -1.50014  0.4237
H5 -2.40983 -1.88462 0.71248  0.3872
H6 -2.99021 -0.59256 -0.40791  0.3749
H7 -2.92600 -0.32933 1.28734  0.4313
H8 3.95070 0.70899 -0.09534  0.3766
H9 2.96671 0.68007 -1.66514  0.3410
H10 2.86312 1.86209 -0.10234  0.3656
H11 -1.61005 2.25034 -1.07938  0.3054
H12 -1.14845 2.70903 0.60251  0.3031
H13 -2.60489 1.73380 0.25468  0.4569

The spin multiplicity is 1. The calculation puts the gap between HOMO and LUMO (alpha / beta) at 6.452 / 6.451 eV. For the HOMO energy (alpha / beta), the calculation gives -13.6 / -13.6 eV. The calculation puts the energy above the lowest of the compared OMol25 structures with the same formula, charge and spin at 121.58 kcal per mole. As for the molar mass: 113.18 g mol⁻¹. Its charge is +1.